1.
{"formula": "C4H6NO2S2", "method": "the ωB97M-V functional and the def2-TZVPD basis", "symbols": ["C", "C", "C", "C", "N", "O", "O", "S", "S", "H", "H", "H", "H", "H", "H"], "coordinates": [[0.65813, 0.20095, -1.45867], [0.89989, -0.19946, 1.03350], [-1.05050, -1.24307, -0.21215], [-0.16412, -0.00592, -0.05280], [-1.01397, 1.09486, 0.07079], [0.94085, 1.37376, -1.74764], [0.92579, -0.82727, -2.05814], [0.16388, 2.74006, -0.15776], [-1.04628, 2.19804, 1.43600], [1.33860, -1.19289, 0.96370], [0.44234, -0.06931, 2.01741], [1.68997, 0.54301, 0.91918], [-1.66259, -1.36790, 0.68103], [-0.42852, -2.12396, -0.35234], [-1.69346, -1.12091, -1.08210]], "atomic_forces_ev_per_a": [[-0.739, -0.213, 1.022], [-0.192, 0.080, 0.009], [0.138, 0.128, 0.088], [1.509, -1.039, -0.587], [0.431, 3.591, -0.510], [0.420, 0.684, -0.593], [0.349, -0.998, -0.542], [-1.560, -2.007, 0.356], [-0.244, -0.037, 0.631], [0.019, -0.036, -0.078], [0.086, -0.080, 0.038], [-0.015, 0.030, 0.093], [-0.125, -0.059, 0.104], [-0.017, 0.000, -0.066], [-0.060, -0.044, 0.035]], "lumo_energy_ha": 0.1192, "homo_energy_ha": -0.144, "total_charge": -1, "homo_lumo_gap_ev": 7.16}

2.
{"formula": "C4H6NO3", "method": "the ωB97M-V functional and the def2-TZVPD basis", "symbols": ["C", "N", "C", "C", "C", "O", "O", "O", "H", "H", "H", "H", "H", "H"], "coordinates": [[-1.00545, 0.53007, -1.18510], [-0.61114, 0.60364, 0.15934], [-1.06804, -0.54099, 0.92315], [0.85112, 0.70794, 0.27914], [1.62978, -0.51066, -0.32141], [2.58352, -0.92374, 0.36448], [1.19261, -0.89575, -1.42392], [-2.08610, 0.10775, -1.53098], [-0.28431, 1.05038, -1.81765], [-0.45124, -1.43509, 0.75109], [-0.93441, -0.37585, 1.99279], [-2.11126, -0.78408, 0.79340], [1.14294, 1.60313, -0.28887], [1.15199, 0.86324, 1.30454]], "atomic_forces_ev_per_a": [[-0.324, 0.793, 1.193], [0.634, -1.195, -0.815], [0.137, -0.547, 1.240], [0.047, 0.573, -0.513], [-0.082, 0.209, 0.336], [0.070, -0.013, -0.119], [-0.049, -0.197, -0.116], [0.091, -0.198, -0.442], [-0.106, 0.007, -0.425], [-0.185, 0.111, -0.480], [0.011, 0.452, 0.123], [-0.226, 0.132, -0.462], [0.106, -0.134, 0.116], [-0.125, 0.008, 0.363]], "lumo_energy_ha": 0.1470, "smiles": "CN(C=O)CC(=O)[O-]", "homo_energy_ha": -0.160, "total_charge": -1, "homo_lumo_gap_ev": 8.35}

3.
{"formula": "C4H6NOP", "method": "the ωB97M-V functional and the def2-TZVPD basis", "symbols": ["C", "C", "C", "C", "N", "O", "P", "H", "H", "H", "H", "H", "H"], "coordinates": [[-0.51757, 1.08480, -0.20842], [0.27147, 0.04005, -1.00420], [-1.78410, 0.78440, 0.05024], [1.05160, -0.83821, -0.10764], [1.55512, -0.64748, 1.18425], [-2.25752, -0.44705, -0.40258], [-1.09050, -1.30875, -1.20706], [-0.07437, 2.10606, -0.01270], [0.94127, 0.38861, -1.80363], [-2.44732, 1.16428, 0.78151], [1.57172, -1.54679, -0.65793], [1.72893, 0.33571, 1.55476], [1.05126, -1.11562, 1.83340]], "atomic_forces_ev_per_a": [[0.933, 1.456, -1.046], [0.112, 1.342, 0.736], [0.460, -1.699, 0.161], [-2.151, 0.027, -0.295], [1.424, 3.283, -1.207], [0.536, 0.622, 0.271], [2.276, 0.178, 0.803], [-0.641, -1.418, 0.072], [-0.929, 0.251, -0.314], [-0.579, 1.019, 0.199], [0.827, -1.574, -0.847], [-0.741, -1.556, -1.168], [-1.526, -1.933, 2.635]], "lumo_energy_ha": [0.0128, 0.0118], "homo_energy_ha": [-0.266, -0.266], "homo_lumo_gap_ev": [7.59, 7.57]}

In the order shown, the computed largest force on an atom values come out to 3.65 1.58 3.78 eV/A.
In the order shown, the computed E values come out to -31500.66397 -11879.64163 -17068.38302 eV.
In the order shown, the computed relative energy (zero: lowest compared OMol25 entry of this formula, charge and spin) values come out to 19.72 19.08 49.41 kcal per mole.